[1]
52
Properties=species:S:1:pos:R:3:forces:R:3 method="wB97M-V/def2-TZVPD" homo_energy_ev=-9.99 total_charge=+1 lumo_energy_ev=-3.652
Pd -0.229280 0.101245 0.041708 0.4497 -0.3962 0.1050
N 1.552249 -0.388321 -0.570567 0.0461 0.1117 -0.1341
N -0.884868 -1.259051 -1.347348 -0.0846 -0.1800 -0.3661
N -5.690136 3.532417 0.070898 -0.0235 0.0329 -0.0177
N 0.756083 1.327880 1.358556 0.2277 0.3133 0.1521
N -2.107971 0.467699 0.831033 -0.4764 0.1712 0.1266
C -4.189500 1.633092 0.979572 0.0249 0.1304 -0.1405
C 0.321124 -1.796921 -2.022586 -0.1473 0.0134 0.0338
C 2.205462 1.174847 1.083971 -0.1253 0.0484 0.0688
C 3.970547 0.158243 -0.135466 0.0087 0.0194 -0.0035
C -5.027487 2.688657 0.476883 0.0920 -0.0798 0.0222
C 2.682297 -1.878233 -2.255394 -0.0028 0.0050 -0.0231
C 0.177969 -2.734662 -3.029886 -0.1364 0.0141 0.0070
C 1.287605 -3.254746 -3.666936 -0.0205 -0.0294 -0.0172
C -1.633498 -2.369373 -0.707620 -0.0014 0.0180 0.0010
C 4.883699 0.891819 0.603186 0.0519 -0.0348 -0.0353
C 3.120246 1.905577 1.821199 -0.1010 0.0684 0.0615
C 2.535919 -2.815965 -3.263663 0.0732 -0.0051 -0.0029
C 4.474983 1.774607 1.586616 0.0102 0.0180 0.0332
C -3.740909 -0.180967 2.446307 -0.0648 -0.0915 0.1274
C 2.588894 0.280415 0.077447 -0.0884 -0.1734 -0.0749
C -1.755537 -0.589375 -2.346343 -0.0168 -0.0170 -0.0182
C -2.937217 1.425593 0.416900 0.1189 0.1761 -0.2417
C 0.355994 2.740557 1.137487 0.0073 0.0202 0.0202
C -2.512363 -0.322011 1.834171 -0.0552 -0.0744 0.1045
C 1.570513 -1.327118 -1.600103 0.0696 0.0756 0.1816
C -4.601890 0.813376 2.016654 -0.1041 -0.0874 0.1461
C 0.473870 0.950930 2.765943 -0.0096 0.0040 -0.0140
H 5.188805 2.345956 2.162390 0.0061 -0.0073 -0.0154
H -2.526095 -1.981164 -0.220567 0.0119 0.0293 -0.0097
H -2.635708 -0.180688 -1.854036 -0.0072 0.0168 0.0518
H -5.574184 0.958793 2.468766 0.0275 -0.0349 0.0166
H 3.677848 -1.591080 -1.993121 0.1160 0.0217 0.0011
H 1.031876 1.586289 3.453570 0.0170 0.0188 -0.0154
H -1.943761 -3.102941 -1.451575 0.0104 0.0078 -0.0272
H -2.594041 2.054542 -0.394704 0.0157 -0.0018 -0.0081
H -0.807644 -3.069750 -3.330952 0.0229 0.0210 0.0271
H 1.175202 -3.986845 -4.453614 0.0160 0.0083 0.0002
H -1.815129 -1.088034 2.144851 -0.0038 -0.0319 0.0316
H -0.587133 1.072957 2.975773 -0.0013 0.0085 -0.0315
H -0.991379 -2.859263 0.019568 0.0280 -0.0118 0.0388
H -4.015547 -0.846861 3.252021 -0.0001 0.0089 -0.0087
H 0.772063 -0.082041 2.924551 0.0045 -0.0493 -0.0003
H 5.940348 0.766627 0.403717 -0.0313 -0.0309 -0.0343
H 4.359814 -0.508272 -0.874797 0.0674 -0.0529 -0.0818
H 0.589296 3.020570 0.114087 -0.0040 0.0049 -0.0467
H -0.709768 2.856040 1.324267 -0.0414 -0.0366 -0.0039
H 0.895623 3.402323 1.815430 0.0028 -0.0008 0.0098
H 3.421820 -3.212988 -3.742744 0.0130 0.0386 0.0382
H -1.195109 0.204891 -2.831348 0.0198 0.0422 -0.0078
H -2.086599 -1.300135 -3.103948 -0.0030 -0.0097 0.0004
H 2.782604 2.590859 2.589797 -0.0090 -0.0300 -0.0265


[2]
52
Properties=species:S:1:pos:R:3:forces:R:3 method="wB97M-V/def2-TZVPD" homo_energy_ev=-18.69 total_charge=+3 lumo_energy_ev=-13.093
Pt -0.116393 0.046378 -0.318327 0.2552 -1.1186 0.6643
N 1.878549 0.004364 -0.926824 -0.0886 0.5127 -0.2189
N -2.595202 -4.466872 -5.639827 0.0002 -0.0014 0.0006
N 0.590866 1.044036 1.224134 0.0503 0.0373 -0.3156
N -0.824003 -1.169330 -1.815393 -0.0381 0.0919 -0.0740
N -1.932539 0.205878 0.689799 -0.1613 0.5278 -0.2971
C -1.740244 -2.876901 -3.796087 -0.0054 0.0178 -0.0153
C 2.361841 -1.290128 -1.497820 -0.1171 -0.0547 0.0369
C -2.300335 2.049019 3.942849 0.0160 0.0014 -0.0220
C -1.651610 0.980367 1.902173 0.1051 0.0184 -0.0429
C -1.094963 2.759705 4.007595 -0.0397 -0.0358 -0.0176
C 1.936762 0.980141 1.365001 -0.0629 -0.1447 0.1076
C 2.650261 1.281406 2.560486 0.0212 0.0500 0.0632
C 2.056784 1.081234 -1.966066 0.1635 -0.0130 -0.0804
C -2.823528 1.074243 -0.166528 -0.1960 -0.0256 0.0667
C -0.823811 -2.504727 -1.623759 -0.0196 -0.0054 -0.0458
C 4.010112 1.127524 2.608188 0.0004 0.0070 -0.0112
C 2.645421 0.390927 0.261962 -0.0125 0.0046 0.0005
C -2.583910 1.174136 2.883850 -0.0415 0.0883 0.0088
C -1.737728 -1.497088 -3.995344 -0.0026 -0.0191 -0.0103
C 4.000644 0.232226 0.334469 -0.0125 0.0387 -0.0600
C 4.686175 0.621272 1.495106 -0.0060 0.0029 0.0313
C -0.346261 1.563033 2.047694 -0.0101 -0.0890 0.2955
C -2.650717 -1.072740 0.978729 0.1754 -0.0784 -0.0245
C -2.214978 -3.759352 -4.819811 0.0011 -0.0010 0.0025
C -1.274486 -0.680857 -2.986630 0.0014 0.0424 -0.0168
C -0.119835 2.520542 3.077338 0.0251 0.0022 0.0202
C -1.272285 -3.384219 -2.583761 0.0097 0.0072 0.0236
H -1.258138 -4.448638 -2.394059 -0.0014 -0.0001 0.0001
H 1.465771 0.815521 -2.839592 -0.0101 0.0000 -0.0050
H 4.563422 -0.194592 -0.483473 0.0056 0.0101 0.0027
H 0.783609 3.111396 3.089477 0.1061 -0.0211 -0.0556
H -1.257886 0.394554 -3.108255 -0.0057 0.0041 0.0067
H 2.338379 -2.060557 -0.730563 0.0076 -0.0055 0.0028
H -3.643233 -0.874696 1.379766 0.0205 0.0233 0.0204
H -0.941547 3.497775 4.783073 -0.0108 0.0033 0.0006
H 5.759427 0.479082 1.541005 0.0030 0.0091 -0.0050
H -2.091745 -1.067182 -4.922187 0.0014 0.0012 0.0005
H -3.057199 2.213004 4.700843 0.0003 0.0031 -0.0029
H -3.553173 0.697018 2.845773 -0.0074 -0.0005 -0.0033
H 4.551282 1.345540 3.518751 0.0056 -0.0011 -0.0026
H -0.452381 -2.863203 -0.672598 -0.0007 0.0037 -0.0018
H 1.704273 -1.559827 -2.319147 0.0188 0.0061 -0.0047
H 2.125868 1.544024 3.464948 -0.0945 0.0510 0.0101
H -2.767573 -1.610785 0.042174 -0.0159 0.0013 0.0069
H -2.071319 -1.666802 1.681632 -0.0033 -0.0052 0.0054
H -2.328247 2.018913 -0.380116 0.0083 -0.0034 0.0074
H -3.759182 1.260123 0.361254 -0.0193 0.0237 -0.0442
H 3.108782 1.138957 -2.247409 -0.0048 0.0322 -0.0316
H -3.033525 0.539803 -1.089774 0.0002 -0.0039 -0.0053
H 3.369446 -1.183290 -1.895367 -0.0069 0.0078 0.0247
H 1.730301 2.039645 -1.569353 -0.0074 -0.0029 0.0045


[3]
57
Properties=species:S:1:pos:R:3:forces:R:3 method="wB97M-V/def2-TZVPD" homo_energy_ev="-14.07 / -14.02" total_charge=+2 lumo_energy_ev="-9.273 / -9.331"
Ru 0.317470 0.061858 -0.112976 -0.6065 0.5393 -1.2865
S -1.339339 -1.560415 -0.063995 0.1582 0.3617 0.7390
S 3.637500 0.314557 -0.803992 0.0838 -0.3087 -0.3051
O 4.083501 0.238861 -2.148799 -0.0298 0.1242 0.0525
O 3.236882 1.799309 -0.525273 -0.1532 0.4730 0.0340
N 2.357789 -0.497979 -0.392293 -0.3974 -0.0435 -0.0382
N 0.983327 1.906509 0.105478 0.4079 -0.7624 0.6673
N -3.894657 -1.049402 -0.675193 -0.0851 -0.5059 -0.1040
N -1.291735 1.154637 -0.654283 0.5464 -0.0114 0.1253
N 1.310850 -2.419867 0.099665 0.0845 -0.2034 0.1166
N -2.520892 0.736379 -0.879480 -0.0917 -0.5709 -0.0571
C 3.388104 -2.719027 -1.028584 0.1604 0.2201 -0.1527
C 1.806197 4.601497 0.243657 0.2000 0.2475 0.1814
C 6.976552 -0.598405 2.042847 0.0983 -0.0175 0.0298
C 1.118563 -3.745688 0.090136 -0.1221 0.3289 0.1736
C 4.603573 -0.393212 1.620984 0.0550 -0.0330 0.0087
C 6.208619 -0.034943 -0.184486 0.0193 0.0171 0.0823
C 0.599521 4.221798 -0.395420 -0.0362 -0.3569 0.0631
C 4.900455 -0.077820 0.296707 0.0882 -0.0380 0.0411
C -1.065393 2.469136 -0.885164 0.3441 0.0296 0.3024
C -2.064047 3.395468 -1.479252 -0.0044 0.0487 0.1420
C 0.213772 2.887308 -0.411200 -0.4461 -0.0105 -0.3367
C 2.614974 3.650461 0.745711 0.1260 0.0925 -0.1087
C 3.194762 -4.089432 -1.003124 0.0827 -0.0707 -0.0401
C -4.294502 -2.461528 -0.522127 0.0582 0.1368 -0.1669
C 2.310903 2.205861 0.548622 -0.2613 -0.1707 -0.2317
C 7.234238 -0.297628 0.701509 0.0998 0.0001 -0.0096
C -2.681251 -0.568192 -0.569361 0.0689 0.6974 -0.3077
C 2.403849 -1.922142 -0.462946 -0.1737 -0.0977 0.1385
C -4.304950 -3.200460 -1.855286 0.0517 0.1261 0.0146
C 5.652099 -0.648466 2.482591 -0.0255 -0.0224 0.1329
C 8.111142 -0.886480 2.983127 -0.0046 -0.0442 -0.0506
C 2.042782 -4.618614 -0.440151 0.0553 -0.1498 -0.0504
H 8.258917 -0.271396 0.346175 -0.0686 -0.0009 0.0476
H -3.606067 -2.928269 0.175414 0.0465 -0.0044 0.1152
H -2.905054 2.845812 -1.875497 -0.0991 -0.0723 -0.0721
H 6.407668 0.195153 -1.224819 -0.0255 -0.0146 0.0923
H -3.302945 -3.239098 -2.287575 -0.0510 -0.0028 0.0091
H 2.550348 1.622334 1.431413 0.0116 -0.0783 0.1990
H -4.585816 -0.402197 -1.031650 -0.0368 0.0401 -0.0052
H -2.436430 4.090892 -0.720366 -0.0386 -0.0807 -0.0479
H -0.049197 4.969052 -0.835821 0.0654 -0.0296 -0.0056
H -1.605947 3.982956 -2.276290 -0.0157 -0.0344 0.0018
H 8.557176 -1.856465 2.747539 -0.0339 0.0406 0.0066
H 5.441463 -0.902706 3.515657 0.0318 0.0223 -0.0720
H 1.866437 -5.686461 -0.411284 0.0211 0.0918 0.0004
H 3.937734 -4.743342 -1.443036 -0.0174 0.0420 0.0325
H 3.578183 -0.470886 1.965904 0.0606 -0.0003 -0.0362
H 4.260789 -2.291318 -1.504751 -0.0556 -0.0500 -0.0132
H -4.656753 -4.221151 -1.706460 0.0147 0.0352 0.0140
H 7.782372 -0.909814 4.020715 -0.0019 0.0120 -0.0438
H 2.061197 5.648782 0.335804 -0.0299 -0.0192 0.0033
H -5.281003 -2.464273 -0.068223 -0.0669 0.0411 0.0553
H 3.540959 3.887694 1.259319 -0.0773 0.0265 -0.0743
H 8.899083 -0.139924 2.879985 -0.0270 -0.0024 0.0071
H 0.203225 -4.104062 0.548070 0.0287 0.0476 -0.0242
H -4.972296 -2.713055 -2.567171 0.0134 -0.0346 0.0109


Max |F| in eV/A, matching the order above: 0.608; 1.326; 1.521